Version w
The following is a DFT calculation (ωB97M-V/def2-TZVPD) of an isolated ion of composition C4H12NO and charge +1.

Output
Highest occupied orbital energy ... -0.539 hartree
SMILES ... CC[NH2+]CCO
Charge ... +1

Each line ends with the natural charge from an NBO analysis.
Geometry (Å):
O -0.5985 0.8179 -2.8391  -0.707
N 0.6638 0.0903 0.0997  -0.503
C 0.5922 -0.3787 1.5868  -0.190
C -0.6181 1.4743 -1.6032  -0.085
C 0.2549 -1.8508 1.6380  -0.658
C -0.6750 0.4380 -0.4926  -0.261
H -0.6547 -2.1318 1.1105  0.236
H 1.0589 -0.7074 -0.3949  0.436
H -1.4105 0.7112 0.2529  0.235
H 1.5996 -0.1462 1.9145  0.229
H 1.0818 -2.4837 1.3736  0.234
H -0.2205 0.1843 2.0172  0.226
H 1.3117 0.8669 0.0069  0.431
H 0.1853 2.2020 -1.4321  0.175
H 0.1179 -2.0377 2.7083  0.261
H -1.5286 2.0795 -1.4656  0.197
H -0.1455 1.3545 -3.5056  0.497
H -1.0146 -0.4825 -0.9754  0.248

***

Version x
The following is a DFT calculation (ωB97M-V/def2-TZVPD) of a 2-piece molecular cluster, C4H12NO overall.

Output
Highest occupied orbital energy ... -0.553 hartree
Charge ... +1

Each line ends with the natural charge from an NBO analysis.
Geometry (Å):
O 1.0106 -1.6231 -0.5665  -0.571
N 1.0280 0.9385 -0.2538  -0.101
C -2.3810 0.4659 1.0110  -0.608
C 2.1600 -1.1489 -0.0110  -0.058
C -2.3896 0.0381 -0.4637  -0.591
C 2.2553 0.4286 -0.2196  -0.401
H -2.4110 0.9044 -1.1183  0.208
H -1.4854 -0.5211 -0.7293  0.152
H -3.1949 -0.6487 -0.6956  0.229
H 0.3981 -0.9149 -0.6589  0.495
H 2.7266 0.4242 -1.2379  0.449
H 3.0310 -1.6716 -0.4154  0.229
H 2.1624 -1.2666 1.0868  0.253
H 2.9636 0.9028 0.4844  0.306
H 1.1107 1.9679 -0.3405  0.388
H -1.7927 1.3863 1.1018  0.187
H -1.8143 -0.2479 1.6048  0.199
H -3.3774 0.5861 1.4216  0.233

***

Least stable structure: version x

***

Version w
The following is a DFT calculation (ωB97M-V/def2-TZVPD) of a 2-piece molecular cluster, C4H9NO4 overall.

Output
Highest occupied orbital energy ... -0.382 hartree
SMILES ... O=CNCCOC=O.O
Charge ... 0

Each line ends with the natural charge from an NBO analysis.
Geometry (Å):
O 0.3697 -1.6961 -4.2151  -0.557
O -0.5817 1.4186 3.9316  -0.975
O 1.0454 0.3524 2.3337  -0.645
O -0.1649 -0.7686 -2.2383  -0.510
N 0.2090 -0.7535 0.5369  -0.605
C -0.1146 0.4224 -1.4992  -0.081
C 0.0501 -0.6546 -3.5406  0.633
C -0.6169 0.2648 -0.0852  -0.257
C 0.8602 -0.6992 1.7198  0.547
H 0.9543 0.6966 -1.5880  0.195
H -0.7024 1.1733 -2.0614  0.184
H 1.4135 -1.6437 1.9424  0.133
H -0.1078 0.4029 -3.8310  0.118
H 0.0075 0.8001 3.4432  0.483
H -1.6704 -0.0749 -0.0747  0.215
H -0.5469 1.1092 4.8651  0.456
H -0.5882 1.2857 0.3419  0.257
H 0.1842 -1.6354 0.0190  0.411

***

Version x
The following is a DFT calculation (ωB97M-V/def2-TZVPD) of a 2-piece molecular cluster, C4H9NO4 overall.

Output
Highest occupied orbital energy ... -0.367 hartree
SMILES ... CNC(=O)O.COC=O
Charge ... 0

Each line ends with the natural charge from an NBO analysis.
Geometry (Å):
O 1.3264 0.8688 0.5301  -0.652
O -1.9834 -1.1296 0.0342  -0.578
O -1.4363 0.1185 1.8973  -0.516
O 1.6992 2.4215 -1.0381  -0.707
N 0.6122 0.5738 -1.6727  -0.633
C -0.4043 -0.7724 2.3204  -0.295
C 0.4373 -0.8558 -1.7904  -0.427
C 1.1590 1.2470 -0.6009  0.892
C -2.0785 -0.1244 0.6802  0.640
H 1.2958 -1.5243 -1.7452  0.185
H -0.0262 -1.0271 -2.7635  0.206
H 0.4932 -0.5222 1.7521  0.229
H -0.2095 -0.5566 3.3683  0.196
H 2.0340 2.9158 -0.2780  0.500
H 0.8228 1.0036 -2.5657  0.398
H -0.1157 -1.2478 -0.9438  0.242
H -0.5956 -1.8188 2.0770  0.188
H -3.0304 0.4299 0.7389  0.132

***

Least stable structure: version w

***

Version w
The following is a DFT calculation (ωB97M-V/def2-TZVPD) of the molecule C26H32N4O4.

Output
Highest occupied orbital energy ... -0.278 hartree
SMILES ... COC(=O)c1[nH]c2cc(OC)ccc2c1NC(=O)CCN1CCN(c2cccc(C)c2C)CC1
Charge ... 0

Each line ends with the natural charge from an NBO analysis.
Geometry (Å):
O 1.8841 1.1413 1.0201  -0.645
O 1.7032 2.4188 -0.8364  -0.519
O -5.3497 4.9580 0.2836  -0.488
O -2.1105 0.8641 4.1860  -0.619
N -0.4863 0.9724 2.5783  -0.640
N -0.8125 3.2065 -0.1846  -0.520
N -0.0315 -1.8067 2.1504  -0.480
N 0.8513 -2.2438 -0.4963  -0.470
C -3.3764 2.6313 2.2219  -0.132
C 1.4124 -2.0884 -1.7834  0.153
C -3.0744 4.2092 -0.1179  -0.385
C 1.8023 -2.0545 0.5915  -0.236
C 2.1934 -3.1322 -2.3008  0.039
C -0.5566 -1.9444 3.4949  -0.200
C -0.9277 1.9066 1.6649  0.263
C -5.3005 5.7798 -0.8561  -0.253
C 3.0116 2.0165 -1.2096  -0.265
C -0.3708 -1.5161 -0.2243  -0.213
C 3.6525 -4.0855 -4.1117  -0.630
C -1.0659 0.4793 3.7084  0.693
C 2.7934 -2.9909 -3.5519  -0.027
C 1.1928 -0.9509 -2.5560  -0.266
C 1.2292 1.8929 0.3172  0.765
C 2.5829 -1.8346 -4.2920  -0.219
C -0.2676 -0.6653 4.3046  -0.494
C -4.3881 3.4305 1.7656  -0.292
C -0.9762 -2.0353 1.0786  -0.207
C -0.1142 2.3117 0.6038  -0.094
C -4.2532 4.2206 0.6027  0.341
C 1.7723 -0.8280 -3.8045  -0.209
C -2.0441 3.3943 0.3462  0.274
C 2.3506 -4.4103 -1.5315  -0.664
C 1.1897 -2.5423 1.9002  -0.220
C -2.1671 2.5941 1.5131  -0.201
H 1.6129 -4.4551 -0.7358  0.236
H 1.0014 -3.6303 1.8390  0.166
H 1.6003 0.0626 -4.3919  0.209
H -0.5850 -0.8080 5.3374  0.233
H 2.0577 -0.9913 0.7050  0.214
H -3.4917 2.0442 3.1174  0.260
H -0.1120 -2.8047 4.0116  0.191
H -6.2721 6.2681 -0.9116  0.201
H -1.8962 -1.4860 1.2901  0.206
H 1.8914 -2.3547 2.7154  0.203
H 3.0551 -4.9727 -4.3230  0.217
H 4.4296 -4.3687 -3.4035  0.216
H 0.5743 -0.1507 -2.1785  0.213
H 0.7999 -0.4488 4.2750  0.214
H -5.1377 5.1942 -1.7669  0.175
H 2.9966 0.9917 -1.5898  0.200
H -2.9302 4.7995 -1.0086  0.217
H 2.2090 -5.2655 -2.1898  0.216
H -0.2006 -0.4345 -0.1055  0.169
H 0.4032 0.5552 2.3066  0.456
H -1.0676 -1.6794 -1.0497  0.211
H 3.0483 -1.7292 -5.2614  0.205
H -4.5181 6.5409 -0.7689  0.176
H -0.4314 3.6407 -1.0071  0.425
H 3.6837 2.0689 -0.3509  0.200
H 3.3469 -4.4905 -1.0952  0.213
H 2.7150 -2.6089 0.3744  0.205
H -1.6386 -2.1000 3.4652  0.204
H -1.2186 -3.1071 0.9645  0.169
H -5.3297 3.4840 2.2880  0.225
H 4.1247 -3.7651 -5.0370  0.216
H 3.3313 2.7025 -1.9900  0.194

***

Version x
The following is a DFT calculation (ωB97M-V/def2-TZVPD) of the molecule C26H32N4O4.

Output
Highest occupied orbital energy ... -0.314 hartree
SMILES ... COc1ccc(Cn2c(=O)[nH]c3cc(C(=O)NCCCN4CCCCCC4)ccc3c2=O)cc1
Charge ... 0

Each line ends with the natural charge from an NBO analysis.
Geometry (Å):
O 0.7776 -1.8172 3.8866  -0.594
O -0.9724 -4.1824 0.4198  -0.626
O -4.2867 3.0601 2.4565  -0.614
O 4.7831 -1.4804 -1.4869  -0.497
N -0.0491 -2.9687 2.1172  -0.462
N -3.6820 2.3547 0.3749  -0.642
N -2.0000 -2.2826 1.0482  -0.614
N -1.3470 1.9632 -0.9719  -0.487
C -0.9996 -3.2169 1.1479  0.800
C -1.2623 0.8028 -1.8406  -0.219
C -1.2001 0.2233 3.5911  -0.121
C 4.8165 -1.8224 -2.8507  -0.252
C -2.5055 4.1666 -0.7548  -0.413
C -0.1369 0.8225 -2.8868  -0.418
C -0.2692 2.0626 -0.0036  -0.218
C 3.0476 -2.3214 1.5692  -0.181
C -2.0626 -1.1221 1.7822  0.278
C 3.9175 -1.7470 0.6682  -0.259
C 1.5880 0.6044 -0.9719  -0.412
C -3.7374 2.2634 1.7259  0.651
C 3.8968 -2.1246 -0.6757  0.298
C -2.9791 -0.1216 1.4785  -0.276
C -1.1386 -0.9352 2.8158  -0.230
C 1.1255 -3.8470 2.1199  -0.246
C -2.1121 1.2109 3.2910  -0.216
C -3.8671 3.5936 -0.3425  -0.224
C -2.9721 1.0609 2.2018  -0.060
C 2.1255 -3.6686 -0.1788  -0.192
C 2.9947 -3.0963 -1.0926  -0.273
C -1.6862 3.2151 -1.6421  -0.220
C -0.0678 -1.9147 3.0238  0.684
C 1.1674 2.0102 -0.5437  -0.419
C 1.1856 0.2228 -2.4016  -0.403
C 2.1401 -3.2917 1.1551  -0.080
H 1.1263 -0.8669 -2.4556  0.206
H -2.6640 5.0933 -1.3086  0.216
H -4.3970 4.2928 0.3085  0.233
H -2.2818 2.9683 -2.5249  0.198
H 2.6726 0.5150 -0.8915  0.221
H -4.4778 3.3996 -1.2305  0.188
H 1.4171 -4.4118 -0.5130  0.230
H 1.2916 2.7134 -1.3684  0.196
H 0.0182 1.8531 -3.2099  0.198
H 1.5150 -3.8604 3.1386  0.243
H -0.4085 2.9954 0.5462  0.203
H 2.9554 -3.4154 -2.1223  0.213
H 5.5898 -1.1961 -3.2930  0.201
H 1.9694 0.5411 -3.0935  0.201
H -2.2254 0.7207 -2.3564  0.196
H -1.1501 -0.0774 -1.2009  0.195
H -0.7910 3.7564 -1.9836  0.181
H 0.7961 -4.8418 1.8178  0.239
H 3.0617 -2.0130 2.6036  0.231
H 1.8234 2.3373 0.2654  0.216
H 5.0787 -2.8753 -2.9955  0.177
H 3.8592 -1.6153 -3.3403  0.175
H -0.3947 1.2423 0.7134  0.197
H -2.6912 -2.4550 0.3305  0.421
H -0.4939 0.3307 4.3998  0.242
H 1.1650 -0.1142 -0.2647  0.197
H -2.9869 1.7706 -0.0897  0.436
H -3.6758 -0.2657 0.6660  0.224
H 4.6255 -0.9949 0.9786  0.225
H -0.4622 0.2617 -3.7656  0.212
H -1.9438 4.4106 0.1481  0.204
H -2.1532 2.1251 3.8620  0.238

***

Least stable structure: version w